Record 1
{"formula": "CCl3F", "method": "ωB97M-V with the def2-TZVPD basis set", "de_lowest_kcal_mol": 13.7, "max_force_ev_per_a": 3.4, "lumo_ev": 0.46, "molar_mass_g_mol": 137.4, "homo_ev": -11.5, "symbols": ["Cl", "Cl", "Cl", "F", "C"], "xyz": [[1.2364, -0.9035, -0.6434], [-1.6943, -0.5284, -0.3687], [0.1496, 1.6446, -0.4103], [0.3401, -0.1597, 1.4224], [-0.0318, -0.0529, -0.0001]], "forces_ev_per_a": [[1.26, -1.92, -1.92], [0.86, -0.35, 0.54], [-0.22, 0.41, 0.11], [-2.07, 0.39, -1.77], [0.17, 1.46, 3.05]]}

Record 2
{"formula": "CCl3F2P", "method": "ωB97M-V with the def2-TZVPD basis set", "de_lowest_kcal_mol": 0.0, "max_force_ev_per_a": 2.2, "lumo_ev": 0.43, "molar_mass_g_mol": 187.3, "homo_ev": -11.0, "symbols": ["Cl", "Cl", "Cl", "P", "F", "F", "C"], "xyz": [[-1.5168, 1.4183, -0.5523], [-0.5323, -0.0229, 1.7562], [-1.4810, -1.4082, -0.5453], [0.9917, 0.0015, -0.8262], [1.6363, 1.1957, 0.1013], [1.5306, -1.2180, 0.0590], [-0.6286, 0.0336, 0.0073]], "forces_ev_per_a": [[-0.16, 0.85, -0.18], [0.07, 0.22, 0.26], [-0.09, -0.58, -0.33], [1.59, 0.65, 1.38], [-0.46, -0.99, -1.11], [0.14, 0.26, -0.59], [-1.09, -0.42, 0.57]]}

Record 3
{"formula": "CCl3O15Y", "method": "ωB97M-V with the def2-TZVPD basis set", "max_force_ev_per_a": 7.4, "lumo_ev": 3.87, "molar_mass_g_mol": 447.3, "total_charge": -2, "homo_ev": -2.4, "symbols": ["Y", "Cl", "Cl", "Cl", "O", "O", "O", "O", "O", "O", "O", "O", "O", "O", "O", "O", "O", "O", "O", "C"], "xyz": [[-0.3586, -0.4229, 0.1550], [-1.3146, 2.0516, 1.7846], [2.0077, 1.6920, -1.4214], [-1.5694, -3.2266, 2.3944], [-1.6510, 0.7280, -3.2173], [2.3769, 2.8641, -0.6544], [1.1029, -1.9371, -2.0069], [0.5900, 1.6337, -1.7755], [-0.6505, -2.3042, 1.5814], [-2.1511, -0.7294, -0.7771], [2.3405, 0.4384, -0.5763], [-2.4104, 0.9601, 1.9825], [-2.7162, -2.5630, 2.8066], [2.7626, -2.0771, -3.5050], [-1.7824, 2.7662, 0.6540], [-0.9581, 2.8311, 2.9298], [-0.6011, -3.6648, 3.3771], [2.8422, 1.6646, -2.5731], [0.0213, 1.4076, 1.4332], [2.1193, -2.1122, -2.5917]], "forces_ev_per_a": [[-2.61, -1.23, -1.88], [-1.77, -2.56, -0.09], [0.72, -0.85, 1.91], [3.51, -3.28, -4.13], [-0.25, -0.75, 1.00], [-0.88, -0.64, -0.12], [1.86, -1.09, 1.23], [1.14, -0.15, 0.81], [-0.07, 1.60, -0.70], [2.65, 0.98, 0.00], [-1.33, 1.47, -1.05], [3.74, 2.27, 0.54], [-2.53, 2.55, 2.24], [4.71, -0.86, -3.13], [0.52, 1.12, 0.02], [-1.17, 0.11, 0.10], [-0.26, -0.15, 2.13], [0.10, -0.41, -1.01], [-1.30, -0.25, -0.04], [-6.77, 2.14, 2.16]]}

Record 4
{"formula": "CClF3O2S", "method": "ωB97M-V with the def2-TZVPD basis set", "de_lowest_kcal_mol": 75.5, "max_force_ev_per_a": 5.6, "lumo_ev": -1.39, "molar_mass_g_mol": 168.5, "homo_ev": -11.8, "symbols": ["Cl", "S", "F", "F", "F", "O", "O", "C"], "xyz": [[0.1105, -1.2669, -1.8177], [0.8452, -0.2644, -0.2989], [-0.5677, 0.7260, 1.7788], [-1.1013, 1.5699, -0.2547], [-1.6640, -0.9566, 0.0236], [1.2181, -1.2396, 0.6803], [1.6967, 0.7971, -0.6324], [-0.5376, 0.6345, 0.5209]], "forces_ev_per_a": [[0.36, 0.55, -0.66], [-0.07, -1.96, 2.80], [-0.27, 0.54, -0.62], [0.94, -1.37, 2.44], [1.36, 3.14, 1.67], [-0.09, 0.62, -0.65], [0.92, 1.10, -1.19], [-3.14, -2.61, -3.78]]}

Record 5
{"formula": "CClFNO4P", "method": "ωB97M-V with the def2-TZVPD basis set", "de_lowest_kcal_mol": 89.7, "max_force_ev_per_a": 2.6, "lumo_ev": [5.35, 5.36], "molar_mass_g_mol": 175.4, "total_charge": -2, "homo_ev": [-1.9, -1.9], "symbols": ["Cl", "P", "F", "O", "O", "O", "O", "N", "C"], "xyz": [[9.2961, 1.7277, 0.0079], [-0.4814, 0.3642, 0.2108], [-2.9427, -0.3878, -0.8676], [-0.8156, 1.1513, -1.0165], [-1.9587, -0.1932, 1.0311], [0.4388, 0.8463, 1.2967], [-0.0135, -1.2761, -0.0668], [-0.4678, -1.8430, -1.0927], [-3.0552, -0.3894, 0.4972]], "forces_ev_per_a": [[0.13, 0.02, 0.00], [1.30, 2.14, 0.53], [-0.20, -0.05, 0.42], [0.41, -1.38, 1.54], [2.16, 0.99, 0.42], [-1.63, -1.02, -1.38], [0.47, 0.81, 0.49], [-0.28, -0.89, -1.03], [-2.36, -0.61, -0.98]]}

Record 6
{"formula": "CClFOS", "method": "ωB97M-V with the def2-TZVPD basis set", "de_lowest_kcal_mol": 91.7, "max_force_ev_per_a": 5.0, "lumo_ev": -1.73, "molar_mass_g_mol": 114.5, "homo_ev": -10.5, "symbols": ["Cl", "S", "F", "O", "C"], "xyz": [[-1.1236, 1.1135, 1.1511], [0.6917, -0.3609, -0.9094], [-0.3405, -1.6104, 1.2361], [1.0952, 0.7804, -1.6995], [-0.3229, 0.0773, 0.2218]], "forces_ev_per_a": [[-0.11, 0.43, -0.11], [0.29, -0.77, 0.09], [0.03, 3.29, -2.29], [0.32, 0.79, -0.88], [-0.53, -3.75, 3.19]]}

Record 7
{"formula": "CClNO6Zr", "method": "ωB97M-V with the def2-TZVPD basis set", "de_lowest_kcal_mol": 32.0, "max_force_ev_per_a": 18.5, "lumo_ev": -3.82, "molar_mass_g_mol": 248.7, "homo_ev": -7.2, "symbols": ["Zr", "Cl", "O", "O", "O", "O", "O", "O", "N", "C"], "xyz": [[-2.2799, 0.8458, 0.8440], [-1.2784, -0.8915, 1.0612], [2.3438, -0.3107, 1.5952], [-1.2875, 0.2684, -2.0822], [0.8318, -1.7538, 1.0882], [1.3159, -0.0214, -0.2177], [0.5842, 0.9656, -1.6007], [-1.0819, 0.8911, -0.2088], [-0.5754, 0.6679, -1.2712], [1.4275, -0.6614, 0.7920]], "forces_ev_per_a": [[-14.35, 4.13, 10.88], [0.08, -8.68, 3.62], [-0.51, -0.25, 0.44], [-5.25, -3.50, -4.06], [1.14, 0.12, 0.27], [1.90, -1.22, 1.77], [-3.96, 3.13, -1.11], [8.94, 7.15, -4.83], [9.51, 1.79, -9.64], [2.50, -2.68, 2.65]]}

Record 8
{"formula": "CF2Li", "method": "ωB97M-V with the def2-TZVPD basis set", "multiplicity": 2, "de_lowest_kcal_mol": 0.0, "max_force_ev_per_a": 1.1, "lumo_ev": [-0.95, -1.14], "molar_mass_g_mol": 56.9, "homo_ev": [-6.2, -9.4], "symbols": ["F", "F", "C", "Li"], "xyz": [[-0.0217, -0.7045, -1.1725], [1.3137, 0.3295, 0.1902], [0.0053, 0.3685, -0.2853], [-1.2972, 0.0066, 1.2676]], "forces_ev_per_a": [[-0.07, 0.33, -0.10], [-0.13, 0.28, -0.16], [0.06, -0.86, 0.60], [0.15, 0.25, -0.34]]}

Record 9
{"formula": "CF2O2", "method": "ωB97M-V with the def2-TZVPD basis set", "de_lowest_kcal_mol": 94.2, "max_force_ev_per_a": 5.1, "lumo_ev": [-0.87, -1.68], "molar_mass_g_mol": 82.0, "homo_ev": [-10.8, -9.1], "symbols": ["F", "F", "O", "O", "C"], "xyz": [[-1.0918, 0.8436, -0.4734], [2.3505, 0.2014, -0.5077], [-1.4308, -1.1096, 0.6505], [1.4804, 0.3392, 0.5508], [-0.9691, -0.1586, 0.2139]], "forces_ev_per_a": [[-1.64, 2.35, -1.94], [-0.20, -0.10, -0.26], [-1.46, -0.40, -0.09], [-1.10, -0.19, 0.34], [4.41, -1.66, 1.95]]}

Record 10
{"formula": "CF2O3S", "method": "ωB97M-V with the def2-TZVPD basis set", "multiplicity": 3, "de_lowest_kcal_mol": 66.0, "max_force_ev_per_a": 9.3, "lumo_ev": [-0.17, -5.72], "molar_mass_g_mol": 130.1, "homo_ev": [-7.4, -13.0], "symbols": ["S", "F", "F", "O", "O", "O", "C"], "xyz": [[-0.2080, -0.3444, -0.7020], [1.0490, 0.1269, -1.5893], [1.2901, 0.5855, 1.0754], [-0.0166, -1.7336, -0.3717], [-1.4043, 0.1227, -1.3925], [-0.6838, 0.7584, 1.9505], [-0.0264, 0.4845, 1.0295]], "forces_ev_per_a": [[-2.51, 0.41, 0.03], [-1.00, -0.36, 1.31], [1.99, 0.26, 0.24], [0.44, 1.11, -0.77], [2.01, -0.68, 1.21], [-5.61, 2.15, 5.54], [4.69, -2.89, -7.55]]}

Record 11
{"formula": "CF3IO", "method": "ωB97M-V with the def2-TZVPD basis set", "de_lowest_kcal_mol": 91.2, "max_force_ev_per_a": 3.4, "lumo_ev": [-1.54, -1.77], "molar_mass_g_mol": 211.9, "homo_ev": [-8.7, -8.7], "symbols": ["I", "F", "F", "F", "O", "C"], "xyz": [[-2.5992, 0.0976, 0.3283], [1.4956, -0.5729, -0.9855], [0.3812, -0.9325, 0.8966], [1.1653, 1.0144, 0.6846], [-1.2568, 0.4976, -0.9587], [0.8139, -0.1041, 0.0347]], "forces_ev_per_a": [[-0.47, -0.13, 0.42], [-0.62, 1.07, 1.86], [0.21, -0.96, -0.33], [0.26, -1.60, -2.11], [3.14, -0.56, 0.74], [-2.53, 2.18, -0.58]]}

Record 12
{"formula": "CF3IS", "method": "ωB97M-V with the def2-TZVPD basis set", "de_lowest_kcal_mol": 50.8, "max_force_ev_per_a": 0.6, "lumo_ev": [-0.80, -2.55], "molar_mass_g_mol": 228.0, "homo_ev": [-9.1, -8.9], "symbols": ["I", "S", "F", "F", "F", "C"], "xyz": [[1.0587, -2.9208, -1.5701], [1.6495, -0.6943, -1.4514], [-1.4316, 1.4018, -0.1338], [-0.9525, -0.2384, 1.2299], [0.1626, 1.6426, 1.3562], [-0.4868, 0.8091, 0.5691]], "forces_ev_per_a": [[-0.01, 0.09, 0.03], [-0.20, 0.11, 0.18], [0.18, -0.02, 0.31], [0.06, 0.41, -0.09], [-0.31, -0.11, -0.12], [0.27, -0.48, -0.30]]}

Repeat the second record exactly.
{"formula": "CCl3F2P", "method": "ωB97M-V with the def2-TZVPD basis set", "de_lowest_kcal_mol": 0.0, "max_force_ev_per_a": 2.2, "lumo_ev": 0.43, "molar_mass_g_mol": 187.3, "homo_ev": -11.0, "symbols": ["Cl", "Cl", "Cl", "P", "F", "F", "C"], "xyz": [[-1.5168, 1.4183, -0.5523], [-0.5323, -0.0229, 1.7562], [-1.4810, -1.4082, -0.5453], [0.9917, 0.0015, -0.8262], [1.6363, 1.1957, 0.1013], [1.5306, -1.2180, 0.0590], [-0.6286, 0.0336, 0.0073]], "forces_ev_per_a": [[-0.16, 0.85, -0.18], [0.07, 0.22, 0.26], [-0.09, -0.58, -0.33], [1.59, 0.65, 1.38], [-0.46, -0.99, -1.11], [0.14, 0.26, -0.59], [-1.09, -0.42, 0.57]]}